This record from the Open Molecules 2025 dataset describes a cluster of 16 separate species, C81H166F21N9O21S7 in total at a distorted geometry. The level of theory is wB97M-V/def2-TZVPD.

Cartesian coordinates (Å):
H  5.1963  -1.1475  3.4395
C  -2.0051  -0.2067  -0.6501
C  -6.1875  2.3872  -7.6395
H  6.9067  1.1165  -2.6254
H  -0.2210  4.4499  5.7271
C  5.3192  1.1754  -4.1091
C  6.6947  0.6410  -3.5830
C  5.5213  -3.7913  -3.4062
H  0.9202  -6.2394  -2.5047
O  -3.8857  -4.2166  3.3708
H  3.2180  -4.3629  6.7961
H  4.9265  1.5515  -3.1643
C  4.8155  -5.0444  -2.8080
H  -4.2980  0.8393  -5.6653
C  4.5329  -0.0800  -4.6366
H  -5.0940  -1.9846  2.4967
H  -2.6569  1.4110  -1.9041
H  2.0178  -4.3052  -1.0545
C  -6.5458  -0.4585  2.4933
F  -2.7296  -1.5080  3.8886
H  -6.1148  -3.9484  0.4119
C  -8.2031  3.0242  -6.2622
S  3.4927  3.0515  0.0331
H  7.4547  0.8389  -4.3389
O  -8.3403  2.1289  -2.2940
H  1.6466  5.4832  -6.0560
O  -7.3715  -0.0459  -2.1357
H  -4.0735  0.0737  -3.5334
F  -1.6550  0.8841  4.5395
C  3.9150  -5.0390  4.5115
H  0.6502  -4.7886  -3.3094
H  0.5061  2.5989  1.7402
H  -3.9227  -4.7038  -5.2881
H  5.9320  -1.0926  -2.3339
C  1.2590  -6.0976  3.9374
H  1.2248  -1.5526  8.6682
C  4.4708  1.3030  4.4844
C  0.7007  4.8968  5.3542
H  -0.3790  2.6594  -0.8338
C  -0.3034  3.0267  -7.1193
H  -4.7575  0.4215  3.4718
H  4.3672  0.8746  5.4814
C  -5.2185  0.3549  -5.3396
O  2.8023  3.2946  1.3656
H  -8.3580  -2.1824  0.6772
N  5.8897  0.8743  3.9695
H  0.5809  -4.5079  5.0773
H  4.4423  -4.6701  -1.8547
H  2.2047  -2.1116  0.0545
H  1.3492  7.7437  2.0623
H  -3.4385  -6.0249  -3.0675
C  6.8715  1.3511  5.0376
H  -2.0897  3.8815  -1.8905
C  -8.1641  0.7319  -6.9541
C  1.5487  -0.5067  1.1602
C  2.8553  -3.5072  6.2267
F  -0.8059  -2.0281  3.1869
H  -2.4073  0.5031  1.4022
S  -3.2898  5.5874  2.3268
H  6.2483  -4.0469  -4.1771
H  -0.8477  -7.3513  -3.2861
C  -4.7390  -0.4961  -4.1819
H  7.3466  -1.3984  -3.4091
H  -0.3273  2.3465  -7.9707
F  -2.5778  3.8445  4.2981
N  -1.0315  -5.6111  -2.1050
C  -1.9140  -2.5267  3.6923
H  -1.5900  5.5433  -2.2628
H  1.8383  5.5503  0.9420
H  4.2207  -5.4286  5.4825
C  0.7711  6.3312  5.8457
H  0.9772  1.6476  -5.9842
C  -1.7146  1.0261  -1.5143
H  6.1070  2.4330  2.5344
C  -1.6096  0.0476  0.8155
C  2.3833  -3.2771  3.6266
H  0.2624  4.9469  1.1493
H  1.6914  3.6198  -7.6689
C  -6.6973  -4.2204  1.2920
N  -7.2197  1.8626  -6.4965
O  7.3527  -2.4962  2.1327
C  6.8963  -4.8187  1.1455
F  -1.1739  -0.5874  6.1672
C  -2.0648  4.6482  -2.6648
N  1.2709  6.3240  3.5213
O  0.8083  0.3877  -3.9983
C  -5.8046  2.2289  -1.3613
H  7.7494  2.5077  0.4641
C  4.9007  4.4216  -0.0979
C  7.5387  1.4382  0.4673
C  -7.9205  -5.0702  1.1468
F  -1.5772  -1.5082  -3.9606
C  -1.5538  4.2555  -4.0143
C  4.3439  2.8740  4.7705
C  -7.1494  -3.3995  3.7224
H  -5.7016  3.2826  -7.2518
F  8.1715  -4.9535  0.7535
C  0.7361  4.0974  -7.4514
H  0.3120  4.6938  -8.2592
H  3.2379  5.4724  2.6772
H  -7.8731  -0.1338  -6.3590
C  -3.2435  -4.9529  -3.0992
H  0.8507  -1.1680  1.6736
H  -1.8605  -5.8454  -0.3104
S  -2.7197  -3.8847  2.5383
H  -0.3585  7.0395  2.4158
H  2.6583  -7.6489  4.6164
S  1.0168  0.7530  5.4442
N  -7.0621  -2.9744  2.1723
H  -5.6065  -0.9825  -3.7359
N  5.4704  -1.3633  -4.3480
H  6.7228  -0.6796  -5.8936
H  3.2374  7.2120  3.2791
C  0.7024  6.8810  2.2219
H  4.6419  -4.2594  4.2840
C  0.7849  4.8171  -6.0994
N  -0.4294  1.0171  0.5692
H  1.6364  6.3835  6.5065
H  -9.4240  1.9337  -4.7441
C  0.8067  7.2875  4.6041
H  -1.2506  2.3549  2.0290
H  6.2274  -3.4901  -2.6325
H  -4.7084  0.6446  1.8532
H  -7.5467  -4.4130  3.7778
H  5.5918  -0.7722  5.1504
H  -2.0413  -4.1923  -0.8486
H  -6.7852  2.7114  -8.4914
C  4.6277  -2.6379  -3.9333
F  -1.1791  1.5630  6.5505
H  2.7019  -1.2012  7.8805
C  6.1161  1.3430  2.5354
H  1.4419  -2.7510  3.7852
C  -0.9060  0.6198  5.6651
O  1.5385  0.6260  6.7950
H  -7.9857  -5.5097  0.1514
N  0.8243  3.6717  -5.0426
H  3.6901  -0.2318  -3.9621
H  -3.6043  -4.6581  -2.1139
H  0.5197  7.6425  -0.5324
F  4.4604  5.6200  0.2451
C  0.4326  -5.2755  -2.3588
H  3.4379  -0.8858  -0.0163
H  5.6704  4.5645  5.0136
H  -8.3148  3.4457  -7.2612
C  3.7227  -6.1550  3.4859
C  -3.5973  4.0564  3.4979
H  -0.0750  -3.7327  0.4968
F  -1.2415  -0.7904  -6.0466
S  6.3842  -3.0217  1.1636
H  -9.7043  -4.0085  0.3700
O  -4.5959  5.8722  1.7234
S  -7.4806  1.2468  -1.4568
H  3.7072  -5.7462  2.4756
H  2.2568  -7.6543  2.8589
C  -0.2809  1.8679  1.9258
H  8.3098  1.4624  2.4606
H  2.6069  -2.5257  9.0001
O  -3.0640  -3.1835  1.3235
H  0.7268  6.0469  -1.2105
O  -7.8594  1.2329  -0.0242
H  3.7979  0.8897  3.7331
C  5.4908  3.6002  5.4890
H  0.9946  -5.5009  3.0645
H  -0.6235  2.1410  -5.2337
O  1.4372  -0.3004  4.4902
H  -1.4465  -3.8200  -2.9708
H  3.2007  -1.8779  1.4755
H  -6.1339  -3.4002  4.1186
H  -10.0164  1.5523  -7.7007
C  -1.2242  -7.1325  -2.2868
H  0.7575  -0.2038  -0.9145
F  -5.7620  3.2853  -0.5679
H  -7.1964  0.8949  -4.4523
C  7.5060  1.0197  1.8723
H  -7.8847  -5.9486  1.7911
C  -1.3200  -5.0023  -0.7406
H  0.8440  -3.5357  7.1153
H  -2.1318  3.3941  -4.3487
H  -1.3214  3.4138  -7.0742
C  0.3382  6.5841  -0.3453
O  1.2705  2.0828  4.9409
H  -0.3180  4.8870  3.3696
H  -2.2385  -7.4852  -2.1001
H  -0.9712  0.8401  -2.2895
F  6.8797  -5.2248  2.4003
H  0.8321  -3.2705  -1.6167
C  6.4357  -0.8184  -3.2609
H  3.3668  3.1967  5.1298
H  3.7314  -2.8640  6.1438
H  -6.1819  2.3414  -4.7614
H  -8.0212  0.5076  -8.0111
H  5.2617  3.7981  6.5362
C  -5.4515  0.5934  2.6490
H  -10.4477  2.8509  -5.6938
C  0.6625  4.9255  3.8441
H  7.6902  -0.0413  2.0408
F  -5.3771  2.5209  -2.5400
H  0.1850  3.2028  -3.1348
H  2.2743  2.8105  -3.6913
H  -0.7411  6.4320  -0.3557
O  4.2580  1.7753  -0.1055
C  -9.1547  -4.1417  1.3018
H  0.3909  -6.7190  4.1571
O  -2.8072  6.5771  3.2601
C  2.0728  -2.0377  8.1848
C  -0.0853  3.9971  -3.8306
H  4.3267  3.2899  3.7630
H  1.5818  -5.5532  6.1334
H  -5.6974  -1.8040  0.9971
H  4.0933  -5.4685  -3.5056
N  2.6260  -4.2317  4.8339
C  2.8552  6.1978  3.3951
H  -1.8079  5.0177  -4.7509
C  -6.5048  1.3737  -5.1454
C  2.7154  -1.3556  0.6510
H  -1.7050  -1.1395  -1.1276
H  0.4159  -5.4284  0.5092
H  -5.3577  -0.2467  -6.2378
H  5.4089  1.9646  -4.8556
C  -9.4972  2.3216  -5.7601
H  -10.2215  0.3726  -6.3735
C  -4.1139  -4.3997  -4.2590
C  2.4690  -7.0389  3.7331
H  -7.7247  -2.6982  4.3268
H  -5.5005  1.5675  -7.8496
H  2.8273  4.3296  -4.3217
H  1.6508  4.4948  5.7059
C  1.6794  -2.8819  6.8649
C  6.8814  2.8480  5.1640
H  -1.8066  2.5498  0.0187
O  -2.2907  5.1763  1.3351
H  4.2671  -0.2169  -5.6848
H  2.5199  -3.7635  2.6608
H  1.2128  4.1478  3.3145
C  0.2277  2.4278  -5.8512
H  4.0201  -2.8550  -4.8118
H  6.8888  -1.0305  3.9679
C  2.2745  3.4290  -4.5889
H  -5.0980  -4.8197  -4.0509
C  1.4615  -5.1482  5.1286
H  1.4452  8.1689  4.6637
H  0.0024  6.5403  6.5897
F  -1.6427  -3.2961  4.8298
F  6.0241  4.1833  0.6922
H  -5.9096  1.5717  2.7942
C  -6.0590  -1.7983  2.0253
C  0.8055  5.8854  1.0383
O  2.5533  3.2448  -1.1276
O  1.5628  -1.8678  -3.6570
F  -4.6293  4.3731  4.3156
H  7.3464  3.2415  4.2601
H  2.8250  2.8396  -5.3222
H  5.4823  -5.8276  -2.4475
H  8.3032  0.9016  -0.0945
F  5.1959  4.5241  -1.4385
H  -3.0838  -0.3517  -0.5907
H  6.5585  1.2413  0.0330
H  1.3044  -2.1896  6.1111
H  -6.9076  -0.6015  3.5116
F  6.0196  -5.6504  0.5202
H  -0.0501  5.4755  -5.8598
C  0.9254  0.2955  0.0398
F  -0.7402  -2.7571  -5.5393
H  -7.9248  3.9098  -5.6909
C  -1.7250  -4.8298  -3.2723
O  6.4246  -2.4462  -0.2389
C  0.0998  -4.6057  -0.1322
H  3.1073  5.6999  4.3315
H  -9.9394  -4.4227  2.0042
H  7.6150  3.0965  5.9310
H  1.9546  0.1677  1.9142
H  -4.4084  -3.3667  -4.0738
H  5.5268  -1.7810  -6.4357
C  0.9520  -4.3011  -1.2825
C  -8.5473  -2.7113  1.6113
H  -5.9547  -4.6243  1.9801
H  4.5655  -6.8462  3.4878
O  -1.7413  -5.0149  2.3832
O  4.9911  -3.0741  1.6719
H  0.3300  4.9763  -3.5924
C  -0.7670  -1.5379  -5.0472
H  3.8856  -2.4121  -3.1675
H  -1.2016  -0.8480  1.2838
H  -9.1138  -2.0930  2.3076
O  1.6742  -0.8111  -5.8932
S  0.9942  -0.9038  -4.5714
C  5.8842  -0.6321  4.1097
C  -9.5871  1.1612  -6.7782
H  -1.4029  -5.1076  -4.2759
H  5.3070  0.9291  1.9336
H  -3.0765  4.9752  -2.9050
H  7.7874  0.9552  4.5988
H  1.6076  1.0765  -0.2959
H  -0.6460  -7.6213  -1.5027
H  -7.3391  -0.1930  1.7946
C  6.2886  -1.6533  -5.6666
F  -4.8511  1.3740  -0.8885
H  6.6405  0.8920  5.9989
F  -3.9008  2.9239  2.8702
C  -1.0883  1.9067  -0.4897
H  -0.0073  1.2142  2.7540
H  -4.1176  -1.3642  -4.4016
H  -0.1658  7.6752  4.3007
H  7.0757  -2.4069  -5.6933
H  3.1703  -2.5256  3.6903

Results
- Maximum force: 3.8 eV Å⁻¹
- HOMO-LUMO gap: 7.90 eV
- E_HOMO: -11.10 eV
- Total charge: +2

Here are the Löwdin charges for atoms 1 to 8, given in e: H 0.09; C -0.15; C 0.07; H 0.11; H 0.12; C -0.12; C -0.14; C -0.22